Here is a structure of composition C9H8Br12F7N2 from the OMol25 dataset. Energies are from ωB97M-V/def2-TZVPD.

```
38
Properties=species:S:1:pos:R:3:nbo_charge:R:1
N 4.2717 -0.7927 -1.1760 -0.66
C 3.0563 -0.4213 -1.0693 0.16
C 2.1172 -0.4138 -2.2693 -0.29
N 1.5299 -1.6978 -2.5705 -0.71
C 0.4773 -2.1070 -1.8798 0.74
F 0.6256 -2.2971 -0.4113 -0.47
F 0.1024 -3.3893 -2.2676 -0.36
C -0.9191 -1.2927 -1.9234 0.53
F -0.9802 -0.5151 -3.0360 -0.33
F -1.9791 -2.1464 -2.0081 -0.33
C -1.3118 -0.3631 -0.7273 0.92
F -0.3168 0.3417 -0.2076 -0.32
F -1.8780 -1.0467 0.2653 -0.32
F -2.2219 0.5398 -1.1188 -0.33
H 4.7291 -0.7752 -0.2657 0.32
H 2.6468 -0.1032 -0.1045 0.14
H 1.3690 0.3881 -2.1200 0.14
H 2.7377 -0.1048 -3.1262 0.19
C -2.7509 1.1607 2.7051 -0.50
Br -4.3100 0.2698 3.4011 0.08
Br -3.0947 3.0279 2.3896 0.08
Br -1.2336 0.9226 3.8557 0.09
H -2.5147 0.7078 1.7514 0.24
C -8.3000 -1.4854 3.5646 -0.50
Br -9.8901 -2.3394 4.2324 0.08
Br -8.5908 0.3811 3.2175 0.10
Br -6.8066 -1.7557 4.7423 0.10
H -8.0550 -1.9547 2.6228 0.23
C 0.3074 4.4464 -1.7568 -0.51
Br 1.1091 2.7405 -2.1576 0.12
Br -0.7436 5.1001 -3.2361 0.06
Br -0.7482 4.3229 -0.1528 0.08
H 1.0871 5.1728 -1.5803 0.22
C 8.0715 -0.9524 0.3689 -0.50
Br 6.6107 -1.4684 1.4974 0.11
Br 8.1799 0.9570 0.1807 0.09
Br 9.7405 -1.6947 0.9824 0.07
H 7.8757 -1.3621 -0.6121 0.24
```

LUMO energy (Eh): 0.0475
Net charge: -1
Highest occupied orbital energy (eV): -4.27


Here is a structure of composition C22H41BrNP3STc from the OMol25 dataset. Energies are from ωB97M-V/def2-TZVPD.

```
70
Properties=species:S:1:pos:R:3:nbo_charge:R:1
Tc -0.2418 -0.2948 0.1303 0.06
P -1.2027 1.7497 0.5029 1.07
P -1.1399 -2.3615 0.5693 1.02
P -1.0486 -0.2997 -1.9708 1.25
H 4.3335 1.3512 1.1799 0.20
C 4.0260 2.2672 0.6638 -0.39
C 3.2082 3.1567 1.2433 -0.41
H 2.8415 3.0012 2.2629 0.19
C -0.3585 2.7843 1.7459 -0.95
C -2.9479 1.6710 1.0847 -0.92
C -1.4069 3.0228 -0.8052 -0.92
C 0.1804 -3.5860 0.2104 -0.93
C -1.6894 -2.9547 2.2180 -0.93
C -2.5861 -3.0063 -0.3733 -0.93
C -0.3821 0.9700 -3.1179 -0.96
C -2.8579 -0.0870 -2.1911 -0.95
C -0.6629 -1.8256 -2.9160 -0.96
H 4.4354 2.4235 -0.3407 0.20
H 2.8942 4.0749 0.7290 0.22
H 0.7231 2.8110 1.5579 0.28
H -0.5311 2.4083 2.7588 0.24
H -0.7531 3.8068 1.6759 0.29
H -3.0778 0.9796 1.9244 0.21
H -3.6010 1.3481 0.2656 0.27
H -3.2473 2.6747 1.4104 0.29
H -0.4894 3.1315 -1.3951 0.26
H -1.6196 3.9800 -0.3088 0.29
H -2.2410 2.7826 -1.4771 0.26
H -0.2651 -4.5330 -0.1197 0.30
H 0.7330 -3.7569 1.1429 0.28
H 0.8849 -3.2169 -0.5449 0.25
H -2.0522 -3.9873 2.1113 0.30
H -2.5176 -2.3381 2.5942 0.24
H -0.8667 -2.9423 2.9426 0.26
H -2.8364 -4.0017 0.0188 0.29
H -2.3887 -3.0882 -1.4465 0.26
H -3.4483 -2.3453 -0.2185 0.26
H 0.0101 0.4616 -4.0068 0.28
H 0.4434 1.5414 -2.6779 0.25
H -1.1793 1.6637 -3.4100 0.28
H -3.1906 -0.7999 -2.9543 0.29
H -3.0682 0.9340 -2.5296 0.28
H -3.4112 -0.2763 -1.2647 0.25
H 0.2824 -1.6899 -3.4529 0.26
H -1.4754 -2.0069 -3.6308 0.29
H -0.5450 -2.7060 -2.2749 0.25
C 2.5890 -0.3817 -2.2900 0.00
C 2.7581 -1.6130 -2.9578 -0.24
C 3.3500 -1.6451 -4.2192 -0.08
C 3.8083 -0.4643 -4.8098 0.04
C 3.6698 0.7575 -4.1420 -0.15
C 3.0808 0.8014 -2.8828 -0.20
S 1.9121 -0.3214 -0.6847 0.06
H -1.8105 -0.2132 2.6811 0.44
H 2.4242 -2.5232 -2.4622 0.25
H 3.4481 -2.5979 -4.7393 0.27
H 4.2802 -0.4927 -5.7928 0.28
H 4.0246 1.6831 -4.5971 0.29
H 2.9808 1.7334 -2.3293 0.26
Br 2.8525 0.1779 4.0476 0.21
C 0.9694 0.1276 4.3883 -0.10
C 0.4440 0.4352 5.6409 -0.08
C -0.9507 0.4972 5.7871 -0.18
C -1.7716 0.2578 4.7030 0.09
N -1.2121 -0.0594 3.4992 -0.46
C 0.1344 -0.1819 3.3365 0.04
H 1.1211 0.6228 6.4655 0.30
H -1.4181 0.7279 6.7434 0.30
H -2.8607 0.2757 4.7488 0.27
H 0.5098 -0.4950 2.3500 0.17
```

LUMO energy (alpha / beta) (Eh): -0.4953 / -0.5682
Net charge: +4
2S+1: 4
Highest occupied orbital energy (alpha / beta) (eV): -19.47 / -19.47


Here is a structure of composition C59H38BrCl4N6RbSe from the OMol25 dataset. Energies are from ωB97M-V/def2-TZVPD.

```
110
Properties=species:S:1:pos:R:3:mulliken_charge:R:1
Rb 0.1653 -0.7837 -0.4825 0.85
Cl -1.8529 4.9538 -7.9972 -0.27
C -1.8239 3.9378 -6.5933 0.55
C -2.3221 2.6349 -6.6846 -1.09
C -2.2817 1.8649 -5.5217 -0.29
C -1.8147 2.3738 -4.3193 0.66
C -1.3256 3.7007 -4.2626 -0.31
C -1.2941 4.4727 -5.4498 -1.02
C -1.8075 1.5808 -3.0680 0.82
C -1.8933 0.1739 -3.1775 0.28
C -1.4319 -0.6157 -4.3178 -1.52
C -1.7383 -1.9194 -4.0485 -1.17
C -2.1946 -1.9728 -2.6139 0.12
C -2.6953 -3.1480 -1.9516 0.82
C -3.2437 -4.1650 -2.7689 0.16
C -4.1655 -3.9294 -3.8249 -0.20
C -4.9103 -4.9094 -4.4119 -0.85
C -4.5238 -6.2549 -4.2205 0.44
Cl -5.3116 -7.6015 -5.0232 -0.26
C -3.3974 -6.5253 -3.4372 -0.86
C -2.8225 -5.5175 -2.6746 -0.13
C -2.6411 -3.3568 -0.4972 -0.29
N -1.8911 -2.5522 0.3388 0.62
C -2.1851 -2.9322 1.6176 -0.28
C -1.6789 -2.2809 2.7850 1.22
C -1.5077 -3.0128 4.0367 0.40
C -0.3110 -2.8454 4.7691 -0.44
C -0.0142 -3.6911 5.8207 -0.83
C -0.9374 -4.6396 6.2611 0.44
Cl -0.4342 -5.6915 7.5104 -0.27
C -2.2466 -4.6634 5.6786 -0.84
C -2.5056 -3.8563 4.5498 -0.25
C -1.3478 -0.8762 2.8685 -0.28
C -1.3929 -0.1355 4.1182 -1.11
C -1.1320 1.1611 3.9020 -1.29
C -0.9426 1.2334 2.4359 0.12
N -1.0908 0.0267 1.8771 0.30
C -0.9060 2.4887 1.7669 0.94
C -1.2818 2.6300 0.3927 -0.27
C -2.2109 3.6462 -0.1173 -0.91
C -2.4988 3.3951 -1.4305 -1.23
C -1.7037 2.2247 -1.7583 -0.35
N -0.9748 1.8155 -0.6826 0.65
C -0.7496 3.7117 2.6636 -0.27
C -1.7225 4.6747 2.8297 -0.06
C -1.4132 5.8287 3.5304 -0.84
C -0.2459 5.9586 4.3110 0.49
Cl 0.0676 7.4043 5.2135 -0.27
C 0.7188 5.0085 4.2393 -1.04
C 0.4172 3.8543 3.4375 -0.23
C -3.1106 -4.0843 1.5901 -1.09
C -3.3759 -4.3085 0.2825 -1.29
N -2.2533 -0.6975 -2.1308 -0.51
H -2.7338 2.2716 -7.6403 0.36
H -2.7376 0.8511 -5.5294 0.56
H -0.8369 4.1797 -3.4204 0.44
H -0.8381 5.4532 -5.4919 0.40
H -0.9807 -0.1546 -5.1692 0.90
H -1.6741 -2.7632 -4.7438 0.50
H -4.2976 -2.8817 -4.0868 0.45
H -5.7140 -4.6202 -5.0968 0.38
H -2.9830 -7.5509 -3.3513 0.33
H -2.1006 -5.7002 -1.9014 0.54
H 0.3238 -2.0222 4.4817 0.61
H 1.0144 -3.6627 6.2469 0.32
H -3.0708 -5.3128 6.1138 0.28
H -3.4875 -3.7851 4.1048 0.59
H -1.5649 -0.5077 5.1023 0.50
H -1.0833 1.9180 4.6390 0.51
H -2.5330 4.4768 0.5182 0.36
H -3.1552 3.9630 -2.0771 0.54
H -2.7611 4.5103 2.5319 0.56
H -2.1023 6.6655 3.5938 0.36
H 1.6547 5.1303 4.7223 0.44
H 1.0850 2.9837 3.5344 0.58
H -3.4112 -4.6847 2.4263 0.43
H -4.0025 -5.1270 -0.1315 0.41
Br 1.4613 -3.9252 -0.3687 -0.22
C 2.6041 -3.5709 1.1629 0.08
C 2.8480 -4.6815 1.9497 -0.54
C 3.8540 -4.6086 2.9131 -0.75
C 4.4544 -3.3987 3.2716 -0.83
C 4.2285 -2.2714 2.5135 0.78
C 4.7747 -1.0311 2.8013 -0.75
C 4.3163 0.1287 2.2352 -0.82
C 3.2498 0.0270 1.2999 0.54
C 2.6995 -1.1574 0.9090 -0.31
C 3.2168 -2.2993 1.4564 0.43
H 2.2429 -5.5748 1.8745 0.42
H 4.1086 -5.4755 3.4366 0.43
H 5.0732 -3.3291 4.1748 0.29
H 5.5965 -1.0101 3.4967 0.30
H 4.7485 1.0698 2.6019 0.34
H 2.9800 0.9549 0.6815 -0.34
C 4.3807 5.1911 0.0916 -0.86
N 5.0665 4.5018 -0.9604 0.36
C 6.1931 4.9560 -1.6256 -0.41
C 6.3911 4.1138 -2.6628 -0.35
N 5.3629 3.1541 -2.7013 0.28
C 5.1032 2.3067 -3.8747 -0.93
C 4.4844 3.4388 -1.7022 -0.31
Se 2.8547 2.6066 -1.5507 -0.34
H 4.7316 4.8831 1.0887 0.24
H 3.2854 5.0282 -0.0074 0.28
H 4.6385 6.2331 0.0347 0.33
H 6.6559 5.9515 -1.5215 0.31
H 7.2433 4.0166 -3.3260 0.32
H 4.9860 1.2692 -3.5648 0.31
H 6.0530 2.3972 -4.4393 0.30
H 4.2905 2.6869 -4.4244 0.37
```

LUMO energy (alpha / beta) (Eh): 0.1240 / 0.1240
Net charge: -2
Highest occupied orbital energy (alpha / beta) (eV): -1.32 / -1.32


Here is a cluster of 2 separate species, C6H14IOP in total from the OMol25 dataset. Energies are from ωB97M-V/def2-TZVPD.

```
23
Properties=species:S:1:pos:R:3:nbo_charge:R:1
C 2.4475 -1.6089 1.5600 -0.62
C 3.0296 -2.1302 -0.9541 -0.62
C -4.0955 1.0362 0.0612 -0.40
C -2.6385 3.1098 -0.0318 -0.65
C 1.8845 -1.8272 0.1288 -0.51
C -2.9273 1.6251 0.1589 -0.18
O 0.2745 -0.6411 -1.7434 -1.01
P 0.6780 -0.3770 -0.1396 0.95
I 2.1618 1.6099 -0.3486 -0.23
H 3.2976 -1.0451 1.5632 0.22
H 1.7768 -1.0521 2.2517 0.22
H 2.4888 -2.6082 2.0301 0.22
H 3.7607 -1.2632 -1.0698 0.22
H 2.7064 -2.3597 -1.9663 0.23
H 3.6257 -2.8123 -0.4451 0.21
H -4.3679 -0.0111 0.2579 0.20
H -4.9731 1.5331 -0.2028 0.18
H -0.3837 -0.0866 -2.1371 0.50
H -3.5866 3.5090 -0.3091 0.21
H -1.7720 3.2334 -0.6171 0.22
H -2.3782 3.6824 0.9649 0.21
H 1.1675 -2.5387 0.3501 0.22
H -2.1770 1.0225 0.6382 0.20
```

LUMO energy (Eh): 0.0146
Net charge: 0
SMILES: CC(C)P(O)I.C=CC
Highest occupied orbital energy (eV): -8.72


Here is a structure of composition C36H39ClP2V from the OMol25 dataset. Energies are from ωB97M-V/def2-TZVPD.

```
79
Properties=species:S:1:pos:R:3:lowdin_spin:R:1
V 0.0790 0.1433 3.9547 0.00
C -1.5160 -0.1023 5.7173 0.00
C -2.0553 -0.2626 4.4209 0.00
C -2.7043 0.7879 3.5505 0.00
C -1.7994 1.6956 2.6377 0.00
C -0.5058 2.0984 3.2757 0.00
C -0.4157 2.3869 4.6322 0.00
C -1.5337 2.4024 5.6230 0.00
C -1.6497 1.1505 6.5275 0.00
C 1.4391 -0.7643 2.6252 0.00
H -1.3420 -1.0030 6.3236 0.00
H -2.2958 -1.2982 4.1559 0.00
H -3.4127 1.4307 4.0999 0.00
H -3.3776 0.2502 2.8649 0.00
H -1.6664 1.1939 1.6552 0.00
H -2.4404 2.5677 2.3835 0.00
H 0.3205 2.3783 2.6009 0.00
H 0.5228 2.8488 4.9480 0.00
H -2.5103 2.6156 5.1664 0.00
H -1.3342 3.2372 6.3212 0.00
H -0.8853 1.2058 7.3214 0.00
H -2.6305 1.1912 7.0540 0.00
H 1.4313 -1.8544 2.8465 0.00
H 2.4660 -0.3955 2.8330 0.00
H 1.2692 -0.6522 1.5411 0.00
P -0.0546 -1.7753 -2.3364 0.29
P 1.4409 0.5229 -2.2101 0.30
C -0.9974 -0.3067 -2.8147 0.01
C -0.2652 0.8391 -2.7693 0.01
C -0.4783 -2.9482 -3.7061 0.06
C -1.5063 -2.7007 -4.6287 0.02
C -2.0120 -3.7501 -5.4117 0.00
C -1.3966 -5.0068 -5.3899 0.01
C -0.2344 -5.1920 -4.6247 0.00
C 0.2263 -4.1711 -3.7921 0.01
C -1.1229 -2.3432 -0.9459 0.05
C -0.9287 -1.6484 0.2603 0.01
C -1.6922 -1.9849 1.3650 0.00
C -2.6133 -3.0340 1.2818 0.01
C -2.8294 -3.6999 0.0708 0.00
C -2.1078 -3.3305 -1.0702 0.02
C 2.2742 0.8701 -3.8498 0.04
C 2.1040 -0.0209 -4.9345 0.01
C 2.5825 0.3158 -6.1982 0.00
C 3.2926 1.5091 -6.4015 0.02
C 3.5154 2.3650 -5.3191 0.00
C 3.0162 2.0400 -4.0481 0.02
C 1.8065 2.0434 -1.2797 0.06
C 3.0687 2.1239 -0.6548 0.02
C 3.4009 3.2631 0.0729 0.00
C 2.4663 4.3052 0.2101 0.02
C 1.2204 4.2267 -0.4309 0.00
C 0.8881 3.0905 -1.1666 0.02
H -2.0430 -0.3774 -3.1106 0.00
H -0.5661 1.8094 -3.1712 0.00
H -1.9242 -1.7004 -4.7426 0.00
H -2.8888 -3.5854 -6.0397 0.00
H -1.8145 -5.8391 -5.9682 0.00
H 0.3019 -6.1428 -4.6753 0.00
H 1.1387 -4.3088 -3.2042 0.00
H -0.1816 -0.8523 0.3044 0.00
H -1.5460 -1.4591 2.3143 0.00
H -3.1618 -3.3056 2.1834 0.00
H -3.5663 -4.4976 0.0053 0.00
H -2.2897 -3.8078 -2.0311 0.00
H 1.5988 -0.9767 -4.7875 0.00
H 2.4081 -0.3526 -7.0424 0.00
H 3.6758 1.7703 -7.3873 0.00
H 4.0766 3.2929 -5.4425 0.00
H 3.2060 2.7178 -3.2122 0.00
H 3.7670 1.2922 -0.7561 0.00
H 4.3871 3.3406 0.5340 0.00
H 2.7072 5.1747 0.8162 0.00
H 0.5019 5.0445 -0.3576 0.00
H -0.0854 3.0206 -1.6479 0.00
Cl 1.4018 -1.3225 5.7251 0.00
C 1.2601 0.4486 5.6041 0.00
H 0.9576 0.8830 6.5892 0.00
H 2.1622 0.8792 5.1424 0.00
```

LUMO energy (alpha / beta) (Eh): -0.2460 / -0.2830
Net charge: +2
2S+1: 2
Highest occupied orbital energy (alpha / beta) (eV): -13.13 / -13.66


Here is the molecule C18H19ClN2O4S from the OMol25 dataset. Energies are from ωB97M-V/def2-TZVPD.

```
45
Properties=species:S:1:pos:R:3:nbo_charge:R:1
C -6.2884 -0.2411 -0.4574 -0.65
C -4.9159 -0.7929 -0.2257 0.11
C -4.0742 -0.2163 0.7130 -0.26
C -2.7884 -0.7068 0.9043 0.13
C -2.3426 -1.7958 0.1649 -0.25
C -3.1871 -2.3824 -0.7613 -0.19
C -4.4600 -1.8825 -0.9613 -0.26
H -5.1096 -2.3413 -1.6920 0.21
H -2.8435 -3.2313 -1.3336 0.22
H -1.3452 -2.1828 0.3231 0.21
N -1.9590 -0.0952 1.8565 -0.85
S -1.5710 1.5306 1.7818 2.33
O -0.6983 1.7535 2.8924 -0.93
O -2.7579 2.3078 1.6592 -0.91
C -0.5613 1.6192 0.2867 -0.38
C 0.8036 1.5192 0.4776 -0.12
C 1.6693 1.5088 -0.6098 -0.15
C 1.1407 1.6319 -1.8922 -0.14
C -0.2235 1.7291 -2.0868 -0.23
C -1.0848 1.7158 -0.9934 -0.01
Cl -2.7735 1.8406 -1.2412 0.06
H -0.6349 1.8229 -3.0787 0.24
H 1.8131 1.6602 -2.7360 0.23
C 3.1576 1.5051 -0.4262 0.66
O 3.8452 2.3707 -0.9339 -0.61
N 3.6732 0.5310 0.3591 -0.43
C 3.0111 -0.6904 0.7562 -0.25
H 1.9646 -0.6750 0.4543 0.22
C 3.7209 -1.8831 0.0928 -0.08
H 3.3084 -2.8249 0.4583 0.20
O 5.0909 -1.9056 0.4018 -0.52
C 5.7284 -0.7219 -0.0290 -0.08
H 6.7767 -0.8193 0.2548 0.20
C 5.0992 0.5082 0.6284 -0.26
H 5.5339 1.4254 0.2303 0.25
H 5.2482 0.4628 1.7121 0.20
H 5.6524 -0.6319 -1.1230 0.17
H 3.5803 -1.8222 -0.9984 0.16
H 3.0784 -0.7924 1.8456 0.20
H 1.1663 1.4830 1.4935 0.25
H -1.1445 -0.6306 2.1163 0.41
H -4.3948 0.6326 1.2953 0.24
H -6.5921 0.3995 0.3659 0.22
H -6.2982 0.3518 -1.3722 0.22
H -7.0139 -1.0439 -0.5719 0.22
```

LUMO energy (Eh): 0.0068
Net charge: 0
SMILES: Cc1cccc(NS(=O)(=O)c2cc(C(=O)N3CCOCC3)ccc2Cl)c1
Highest occupied orbital energy (eV): -8.93


Here is a cluster of 5 separate species, C10H30O5 in total from the OMol25 dataset. Energies are from ωB97M-V/def2-TZVPD.

```
45
Properties=species:S:1:pos:R:3:nbo_charge:R:1
C -2.1509 1.9396 -3.2941 -0.63
C -2.8373 1.1450 -4.3730 -0.06
O -2.6747 1.8467 -5.6158 -0.73
H -2.4000 1.5413 -2.3071 0.21
H -2.5652 2.9552 -3.2791 0.21
H -1.0759 2.0401 -3.4172 0.21
H -3.8989 1.0338 -4.1319 0.16
H -2.4013 0.1427 -4.4547 0.16
H -3.2874 1.4978 -6.2680 0.47
C 4.3017 -4.0508 -1.4115 -0.62
C 4.0642 -2.6116 -1.0322 -0.06
O 2.9228 -2.1527 -1.7721 -0.75
H 5.0952 -4.4888 -0.8071 0.21
H 4.5170 -4.1108 -2.4753 0.21
H 3.3934 -4.6214 -1.2052 0.21
H 4.9410 -1.9979 -1.2709 0.15
H 3.8693 -2.5063 0.0427 0.15
H 2.7890 -1.2220 -1.5490 0.49
C -4.5610 1.4506 0.7145 -0.64
C -4.0356 0.3356 1.6098 -0.05
O -4.8432 -0.8231 1.5929 -0.72
H -3.8846 2.3068 0.7496 0.22
H -5.5399 1.7955 1.0597 0.20
H -4.6748 1.1400 -0.3276 0.21
H -3.9990 0.7451 2.6257 0.16
H -3.0452 0.0246 1.2780 0.17
H -5.6921 -0.6173 1.1936 0.46
C 1.4085 0.5658 4.3088 -0.63
C 2.6691 -0.2462 4.0552 -0.06
O 3.7285 0.6349 3.7039 -0.73
H 0.5439 -0.1053 4.3294 0.21
H 1.2702 1.2524 3.4717 0.21
H 1.3628 1.1039 5.2543 0.21
H 2.4466 -0.9060 3.2071 0.15
H 2.8816 -0.8795 4.9230 0.16
H 4.4419 0.1176 3.3214 0.47
C -0.0130 1.0937 0.1738 -0.64
C 1.0300 -0.0027 0.2908 -0.06
O 2.1801 0.3094 -0.5027 -0.74
H 0.4227 1.9896 0.6405 0.20
H -0.9133 0.8901 0.7523 0.21
H -0.2287 1.3288 -0.8647 0.22
H 0.6327 -0.9614 -0.0375 0.19
H 1.3438 -0.1111 1.3334 0.16
H 2.4661 1.1884 -0.2353 0.47
```

LUMO energy (Eh): 0.0206
Net charge: 0
SMILES: CCO.CCO.CCO.CCO.CCO
Highest occupied orbital energy (eV): -9.78


E readings, ordered: -32044.48049, -4993.10900, -9439.83235, -951.26012, -3481.31549, -1966.16370, -775.13550 hartree
Max |F| readings, ordered: 0.92, 3.62, 3.62, 3.81, 2.50, 0.99, 1.00 eV Å⁻¹